{"formula": "C31H33N4O", "method": "wB97M-V/def2-TZVPD", "total_energy_ev": -40683.9689, "total_charge": 1, "homo_energy_ha": -0.3949, "smiles": "CO[C@H](c1ccccc1)[n+]1cc2c3c(c1)N(Cc1ccccc1)CCN3CCN2Cc1ccccc1", "spin_multiplicity": 1, "gap_ha": 0.2782, "species": ["C", "O", "C", "C", "C", "C", "C", "C", "C", "N", "C", "C", "C", "C", "C", "N", "C", "C", "C", "C", "C", "C", "C", "C", "C", "N", "C", "C", "N", "C", "C", "C", "C", "C", "C", "C", "H", "H", "H", "H", "H", "H", "H", "H", "H", "H", "H", "H", "H", "H", "H", "H", "H", "H", "H", "H", "H", "H", "H", "H", "H", "H", "H", "H", "H", "H", "H", "H", "H"], "xyz": [[-0.8622, 2.7650, -2.7713], [0.0099, 1.6385, -2.9742], [0.9039, 1.4716, -1.9159], [2.0875, 0.7089, -2.4771], [3.3617, 1.2082, -2.2224], [4.4539, 0.6724, -2.9065], [4.2393, -0.3566, -3.8335], [2.9462, -0.8651, -4.0695], [1.8599, -0.3474, -3.3547], [0.2684, 0.8218, -0.7859], [0.8914, 0.8539, 0.4394], [0.5648, -0.0867, 1.4136], [-0.4677, -1.0265, 1.1009], [-1.3233, -0.7849, -0.0048], [-0.9887, 0.2547, -0.8622], [-2.4121, -1.6324, -0.1607], [-3.4359, -1.3945, -1.1879], [-4.7522, -0.9234, -0.6157], [-5.7631, -0.5561, -1.5102], [-7.0027, -0.1210, -1.0380], [-7.2448, -0.0682, 0.3424], [-6.2400, -0.4465, 1.2422], [-4.9946, -0.8784, 0.7613], [-2.1292, -3.0315, 0.0619], [-1.3678, -3.3084, 1.3392], [-0.6001, -2.1762, 1.8127], [0.3550, -2.4922, 2.8450], [0.7842, -1.2308, 3.5559], [1.2350, -0.2339, 2.6079], [1.8940, 0.9143, 3.2181], [3.0983, 1.4082, 2.4718], [3.6416, 2.6291, 2.8831], [4.7371, 3.1726, 2.2155], [5.3107, 2.4822, 1.1413], [4.7948, 1.2397, 0.7547], [3.6882, 0.7015, 1.4205], [-1.7467, 2.5607, -3.3682], [-1.1402, 2.9526, -1.7144], [-0.3518, 3.6571, -3.1617], [1.2901, 2.4315, -1.5442], [3.4519, 2.0364, -1.5222], [5.4508, 1.1003, -2.7388], [5.0853, -0.7509, -4.4048], [2.7679, -1.6296, -4.8305], [0.8391, -0.6925, -3.5341], [1.6072, 1.6610, 0.5422], [-1.6504, 0.6992, -1.5994], [-3.0730, -0.6784, -1.9301], [-3.6038, -2.3394, -1.7212], [-5.5523, -0.6208, -2.5805], [-7.7779, 0.1746, -1.7496], [-8.2146, 0.2653, 0.7127], [-6.4199, -0.4079, 2.3187], [-4.2094, -1.1828, 1.4572], [-1.5339, -3.4165, -0.7859], [-3.0757, -3.5740, 0.0788], [-0.6866, -4.1606, 1.1819], [-2.0625, -3.5960, 2.1420], [1.2383, -2.9832, 2.4037], [-0.1144, -3.1865, 3.5473], [1.6255, -1.4460, 4.2248], [-0.0400, -0.8293, 4.1718], [2.2019, 0.6056, 4.2232], [1.1811, 1.7436, 3.3625], [3.1722, 3.1438, 3.7278], [5.1416, 4.1369, 2.5381], [6.1568, 2.9073, 0.6026], [5.2433, 0.6848, -0.0705], [3.2588, -0.2482, 1.0839]]}